Record 1
Density functional theory data (ωB97M-V/def2-TZVPD) for a molecular structure, C50H65CsN3O5P2STe in a non-equilibrium geometry.

Structure (XYZ):
```
128
Properties=species:S:1:pos:R:3:forces:R:3
N -10.626 18.800 18.832 0.996 0.041 -1.155
H -8.161 6.575 17.107 -0.223 -0.941 -0.572
O -7.610 18.631 17.897 1.025 -0.922 0.788
C -4.868 20.627 21.473 -0.054 -0.578 0.097
C -7.960 7.521 17.523 -0.111 1.786 1.275
C -13.294 10.218 15.710 0.491 -0.368 -0.769
P -6.956 14.458 16.339 -0.214 -0.380 -1.005
H -10.163 17.707 15.478 -0.575 -0.548 -0.256
H -12.451 17.195 16.442 0.426 -0.143 0.040
H -10.348 10.209 14.139 0.266 0.541 0.662
H -3.700 22.404 21.418 0.293 -0.463 -0.286
H -6.801 6.710 19.150 -0.053 0.269 -0.068
C -12.887 10.580 16.972 0.462 0.822 0.808
C -10.333 16.926 16.246 0.865 -0.015 -0.844
H -6.542 13.438 14.143 -0.165 0.294 0.180
C -7.529 10.020 18.761 0.098 -1.327 -1.284
H -5.128 7.515 15.011 -0.178 -0.223 0.212
H -7.612 15.068 13.697 -0.530 -0.267 -0.600
H -3.998 15.011 16.472 -0.295 -0.364 0.931
C -5.860 17.021 15.764 -0.652 -0.654 -0.707
H -11.376 11.540 18.174 -0.095 -0.655 -0.891
H -3.556 21.301 19.982 0.299 0.311 -0.171
H -6.247 8.950 20.123 -0.640 -0.271 -0.573
H -9.409 13.921 16.737 -0.496 0.659 0.211
N -6.673 11.790 15.336 1.421 0.259 0.771
H -11.464 19.382 16.959 -0.325 -0.068 0.145
H -4.080 16.331 22.257 0.044 0.539 -0.236
H -13.349 13.738 18.793 -0.247 0.432 -0.218
H -3.161 19.328 21.553 -0.757 0.028 0.432
H -4.956 22.368 20.282 -0.369 0.027 -0.570
H -3.104 10.161 17.731 0.035 -0.405 0.076
C -5.865 9.537 15.197 0.033 -1.488 0.017
H -7.487 18.355 16.980 0.079 0.059 0.053
H -6.478 16.473 23.503 -0.070 0.022 0.042
H -10.743 19.766 19.126 0.203 -0.158 0.261
C -11.594 18.615 17.739 -1.291 -0.146 0.807
H -12.137 12.651 22.988 -0.365 -0.106 -0.125
H -5.263 19.007 15.415 -0.191 -0.430 -0.511
C -8.490 8.694 16.986 -0.001 -0.693 -0.099
H -14.314 9.941 15.524 -0.317 -0.130 -0.052
C -12.349 10.168 14.677 0.228 0.422 1.366
C -4.642 11.020 16.625 -0.400 0.071 -0.028
C -6.248 18.540 22.759 -1.871 1.093 -0.952
H -8.493 12.332 14.548 -0.065 0.014 0.662
O -3.328 7.007 22.267 -0.107 -0.132 0.996
C -8.075 11.531 15.188 0.522 0.524 -0.338
O -9.647 14.712 23.032 -0.165 -0.450 -0.228
C -8.270 9.943 17.575 -0.073 -0.811 0.244
C -6.209 20.797 21.745 -0.119 -0.888 0.611
C -3.477 14.285 18.421 1.380 0.672 -0.565
H -7.373 10.971 19.204 0.322 0.655 0.439
H -8.998 19.391 21.881 0.520 0.253 0.842
H -11.319 15.218 15.234 0.748 0.672 -0.138
H -9.590 12.151 19.924 -0.491 0.536 1.052
C -6.260 13.166 15.170 1.605 -0.485 -0.831
H -6.723 9.441 14.560 0.010 -0.617 -0.448
S -5.903 16.623 19.719 -0.238 -0.242 0.137
C -6.849 17.017 13.183 -1.184 0.678 -1.178
H -13.533 10.555 17.847 -0.233 0.103 -0.400
Cs -9.623 15.982 19.740 0.399 -0.181 0.277
H -3.058 13.054 20.148 -0.425 0.088 0.077
H -9.527 15.320 15.034 0.038 0.047 -0.298
C -13.213 12.590 22.773 1.145 0.603 0.156
C -5.698 10.799 15.684 -0.232 1.404 1.389
C -6.308 13.804 19.013 1.149 -0.239 0.513
H -3.051 17.524 23.206 -0.726 -0.472 -0.255
H -11.030 13.908 16.786 -0.638 -0.625 0.161
C -4.890 18.426 22.504 1.071 -0.884 -0.039
H -4.362 11.991 17.093 -0.704 -0.639 -0.591
C -6.395 15.246 18.865 0.427 0.742 -0.046
C -10.347 15.474 15.725 -0.918 0.110 -0.006
H -11.702 16.461 17.836 0.086 0.096 -0.204
C -10.997 10.464 14.991 -0.435 -0.865 -1.743
C -5.051 8.437 15.565 -0.151 1.487 -0.590
C -5.793 14.586 17.670 -0.189 -0.428 0.432
C -3.439 6.857 23.384 0.101 0.135 -1.001
H -9.598 12.820 21.363 0.310 0.067 0.184
C -6.920 19.776 22.342 0.304 -1.425 1.063
H -7.253 13.273 18.891 0.203 -0.343 0.057
C -11.599 11.069 17.182 0.361 -0.061 0.970
H -12.678 9.874 13.680 0.414 0.057 0.219
C -6.226 18.172 13.648 -0.004 -1.475 1.012
H -7.315 17.018 12.175 0.465 -0.020 0.690
H -9.695 18.780 18.360 -0.368 0.162 0.788
H -8.194 10.697 14.535 -0.460 -1.145 -0.106
C -8.371 19.972 22.610 -1.405 1.107 -0.898
H -3.293 7.903 16.690 -0.333 -0.014 0.155
C -11.536 17.232 17.067 -1.526 0.602 0.772
H -6.901 18.082 18.415 -1.309 0.883 -0.768
H -6.209 19.069 13.083 0.248 0.549 -0.529
H -9.403 17.057 16.785 0.292 -0.263 0.722
C -12.995 13.195 19.654 -1.090 0.261 0.527
H -5.414 12.346 20.432 -0.124 -0.049 0.327
H -13.413 11.688 22.234 -0.272 -0.665 0.022
C -6.546 15.895 15.285 0.039 0.322 0.936
H -11.927 13.222 19.675 0.387 -0.486 0.076
O -10.155 12.567 20.623 0.454 -0.479 -1.152
C -7.091 15.941 14.016 1.028 0.116 0.018
H -6.641 21.745 21.467 -0.505 -0.048 0.039
Te -13.733 14.169 21.450 0.029 0.251 -0.459
O -8.271 17.187 22.929 1.541 0.135 0.469
C -5.183 13.174 19.783 0.386 0.533 -0.868
C -10.566 10.931 16.234 -1.917 -0.056 0.202
C -3.870 13.519 19.585 -0.871 -0.233 -0.251
C -7.219 7.618 18.712 0.336 -0.592 -0.833
H -5.541 17.102 16.777 0.443 -0.266 0.658
H -13.495 12.224 19.622 0.580 -0.036 0.071
C -4.040 8.666 16.477 0.202 -0.896 -0.219
H -9.124 8.622 16.100 0.241 0.083 0.113
C -7.055 17.326 23.121 -0.622 0.660 -0.790
C -5.720 18.116 14.948 0.292 1.729 0.149
C -4.222 19.458 21.856 0.753 0.304 -0.608
N -10.246 14.518 16.832 0.906 -0.029 0.236
C -6.931 8.847 19.255 0.115 1.156 1.184
H -8.703 19.761 23.645 0.263 -0.084 -0.650
H -4.613 16.836 23.859 1.077 0.140 -0.591
H -2.383 14.552 18.230 -1.543 -0.728 0.424
H -8.607 21.050 22.372 0.133 -0.966 0.452
P -8.946 11.441 16.827 0.279 0.624 -0.444
C -4.080 17.194 22.935 -0.761 0.358 1.374
H -5.130 13.143 15.085 -1.078 0.353 0.522
H -13.744 12.681 23.714 -0.291 -0.104 -0.139
C -4.224 21.719 20.726 0.976 0.694 0.482
H -8.999 15.423 23.173 -0.360 0.335 -0.009
H -10.531 15.066 23.206 0.418 0.089 -0.005
H -12.604 18.729 18.270 1.071 -0.069 -1.221
C -4.360 14.616 17.453 0.605 0.597 -0.432
C -3.900 9.918 17.035 0.480 1.567 -0.229
```
Forces are in eV/Å.

HOMO level (alpha / beta) = -5.9 / -6.9 eV
Gap between HOMO and LUMO (alpha / beta) = 6.10 / 7.13 eV
Relative energy (zero: lowest compared OMol25 entry of this formula, charge and spin) = 0.0000 eV
Spin multiplicity = 2
⟨S²⟩ = 0.755
Largest force on an atom = 0.0460 Eh/bohr
LUMO (alpha / beta) = 0.2 / 0.2 eV


Record 2
Density functional theory data (ωB97M-V/def2-TZVPD) for a molecular structure, C50H66N4P2SSiY.

Structure (XYZ):
```
125
Properties=species:S:1:pos:R:3:forces:R:3
C 1.369 0.448 4.206 -0.006 -0.061 -0.051
N 3.826 0.044 0.394 0.064 -0.026 -0.022
H -1.638 -3.882 -2.142 0.007 -0.013 -0.118
C 1.929 2.889 4.031 0.006 0.042 0.033
C 3.676 -1.792 -0.958 -0.100 0.222 0.224
C -0.397 4.732 -4.304 -0.014 -0.001 -0.028
H 1.859 1.731 5.870 0.015 0.004 -0.010
H -1.189 -5.277 2.428 0.001 -0.031 0.014
H 4.967 1.814 1.605 0.009 0.003 0.031
C 5.414 -2.495 0.676 0.008 0.009 0.020
C 0.219 3.344 -4.403 0.031 -0.015 -0.036
H -4.476 0.785 -0.506 -0.004 0.009 -0.013
C 7.624 -3.084 -0.057 0.009 -0.004 -0.006
C -4.750 4.201 -0.003 0.002 0.023 -0.009
C 6.695 -2.933 0.963 0.002 -0.003 0.016
C 1.264 -3.899 -3.704 0.035 0.013 0.040
C -4.283 1.737 -0.011 0.037 -0.004 -0.027
C 0.670 -4.680 1.488 0.028 -0.019 -0.039
H -1.219 -3.698 1.684 -0.008 -0.001 0.015
H 0.447 -5.268 0.594 0.031 -0.016 0.022
H -3.580 2.003 -3.506 -0.033 0.034 0.002
H -2.319 3.367 -2.733 0.019 -0.010 0.024
H -5.220 -1.226 2.495 -0.054 -0.005 0.005
H 4.166 3.149 0.863 -0.012 -0.064 0.016
C 3.555 1.313 0.246 -0.141 0.057 0.019
H -1.067 -3.090 3.944 -0.006 0.031 -0.009
H -4.714 1.649 0.993 0.002 0.004 0.016
H -0.136 -4.502 4.379 -0.011 0.000 0.010
C -0.246 -3.729 3.616 -0.008 -0.007 0.034
H 0.864 -2.995 0.175 0.045 -0.024 0.046
C 3.216 -3.852 -2.322 -0.038 0.076 -0.018
H 8.627 -3.417 0.172 0.030 -0.009 -0.001
C 1.079 0.604 2.695 0.038 -0.062 -0.025
C 1.330 1.805 4.919 0.006 0.015 0.034
H -1.418 4.693 -4.694 -0.022 0.002 -0.011
H -3.078 5.406 0.662 -0.005 0.010 0.002
Y 0.845 -0.153 -1.049 0.226 0.334 0.043
H -4.225 -1.818 0.334 -0.051 -0.026 -0.071
H 2.927 2.577 3.715 0.030 -0.024 -0.010
H -4.599 2.973 -1.754 0.027 -0.004 -0.062
C 1.355 -2.297 2.188 0.032 0.095 0.050
H -5.250 5.022 -0.518 -0.012 0.005 -0.017
H -0.019 1.914 1.357 -0.001 -0.021 0.079
H -0.687 1.804 2.974 0.016 0.042 -0.021
H 0.339 3.937 2.989 -0.015 0.004 0.010
H -1.426 1.928 -4.374 0.077 0.042 0.050
C -1.366 2.917 -2.436 -0.078 -0.030 0.025
C -3.345 -0.691 3.388 0.021 0.011 0.015
H -1.364 -0.255 4.020 0.132 0.038 0.122
H 6.973 -3.149 1.985 0.013 -0.006 0.029
H 2.656 -5.524 -3.541 0.008 -0.049 -0.021
H 0.352 3.042 -5.443 0.003 0.006 -0.008
C -1.976 -0.602 3.203 -0.008 -0.035 -0.047
H -2.892 3.276 1.837 -0.013 0.004 0.008
N 3.103 -0.751 -0.465 0.246 -0.115 -0.199
H -6.046 2.667 -0.820 -0.003 0.005 0.006
C -4.522 -1.219 -3.721 -0.002 0.001 -0.024
H -2.853 4.638 -0.896 -0.067 -0.005 0.057
H 2.364 0.010 4.322 -0.003 -0.029 0.011
C 2.864 -2.572 -1.924 -0.159 0.042 -0.074
H -0.060 1.451 -3.396 -0.035 0.057 -0.030
H 2.397 -3.588 0.791 0.027 -0.020 -0.010
H 2.362 -1.854 2.234 -0.096 -0.015 0.002
C -3.257 4.480 0.111 -0.009 0.074 -0.072
H 0.603 -4.384 -4.407 -0.014 -0.017 -0.028
H 0.298 2.071 5.161 -0.024 -0.004 0.013
H 0.521 3.614 -1.689 0.024 0.008 -0.007
H -3.725 -2.822 -2.575 0.000 -0.089 0.019
C 1.363 -3.378 1.077 0.021 -0.001 -0.116
H -0.912 -4.175 -0.574 -0.041 0.020 -0.022
C -0.596 -4.376 2.273 -0.064 -0.001 -0.010
H 1.215 3.356 -3.952 0.010 0.006 0.008
H -5.113 0.570 -4.750 -0.035 0.025 -0.040
H -1.248 5.871 -2.671 -0.033 0.016 0.008
C 0.254 1.862 2.420 -0.064 0.052 -0.137
H 1.655 3.425 1.950 0.003 0.018 -0.016
C -3.581 -1.485 1.139 0.008 0.002 0.006
C -4.474 0.139 -3.993 -0.005 -0.024 0.004
H -3.780 -0.413 4.338 -0.015 0.015 0.043
H -2.442 1.213 0.914 0.004 0.058 -0.092
C 1.041 3.122 2.800 -0.018 0.013 -0.027
H -2.655 -4.000 -0.710 -0.089 -0.001 0.029
P 0.397 -0.787 1.684 0.170 0.040 0.151
H 7.993 -2.917 -2.163 0.024 -0.006 -0.023
H 0.074 -2.113 -3.578 -0.007 -0.013 0.008
H -5.191 4.140 0.997 -0.002 0.004 0.039
H -0.823 4.377 -0.896 0.020 -0.037 -0.007
H 5.701 -2.179 -2.687 -0.014 0.010 -0.037
H 1.110 -2.204 4.351 -0.003 0.035 0.030
C -1.399 -0.948 1.980 0.071 -0.030 0.037
H 0.139 5.445 -4.929 0.018 0.004 -0.008
C -0.476 4.021 -1.862 0.041 -0.022 0.073
C -2.207 -1.381 0.913 0.065 -0.016 -0.041
N 4.173 2.171 1.096 0.082 -0.045 -0.100
Si -1.508 -1.741 -0.837 -0.332 -0.257 0.020
N 1.744 -1.970 -2.379 0.030 -0.272 -0.145
C -0.675 2.326 -3.687 0.016 -0.114 -0.033
H 0.681 -0.236 4.698 -0.141 -0.034 0.009
H 0.497 5.775 -2.628 0.022 0.019 -0.001
H 1.900 -3.625 3.745 0.010 -0.008 -0.017
C -2.779 -0.972 -2.040 0.062 0.055 0.089
C -0.405 5.199 -2.842 0.023 0.031 0.014
C 7.269 -2.807 -1.369 0.010 -0.009 0.003
S 2.455 2.052 -0.906 -0.088 0.055 0.106
C 0.970 -2.626 -3.244 0.018 -0.036 -0.038
C -4.150 -1.147 2.354 -0.015 -0.001 0.013
H 4.109 -4.311 -1.926 0.006 -0.003 0.012
C 1.068 -2.940 3.553 0.011 0.026 -0.010
H -1.461 3.552 0.885 0.089 0.001 0.001
H 2.058 3.818 4.586 -0.002 0.012 0.006
H 1.342 -5.292 2.094 0.032 -0.022 0.034
C 5.980 -2.392 -1.663 0.017 0.011 0.031
C 2.401 -4.523 -3.223 -0.050 0.073 0.005
C -3.680 -1.758 -2.761 -0.015 -0.025 -0.021
C -4.979 2.884 -0.733 -0.047 -0.017 0.010
C -2.774 1.957 0.179 -0.054 -0.164 0.044
C -1.702 -3.624 -1.084 0.064 0.126 0.030
P -1.688 1.500 -1.287 0.015 0.034 -0.098
C 5.051 -2.228 -0.639 0.025 -0.035 -0.002
C -3.602 0.946 -3.282 -0.048 -0.005 0.012
C -2.526 3.337 0.806 0.066 -0.010 0.031
H 4.695 -2.348 1.471 -0.013 -0.003 0.013
H 2.052 0.749 2.203 -0.120 -0.003 0.055
C -2.764 0.410 -2.306 0.047 0.031 0.052
H -5.206 -1.857 -4.262 -0.040 -0.030 -0.025
```
Forces are in eV/Å.

HOMO level = -9.5 eV
Gap between HOMO and LUMO = 6.10 eV
Net charge = +1
Spin multiplicity = 1
Largest force on an atom = 0.0082 Eh/bohr
LUMO = -3.3 eV


The lowest largest force on an atom belongs to which entry? C50H66N4P2SSiY


Look up the spin multiplicity of the second one. 1


spin multiplicity of number 2 (C50H66N4P2SSiY)? 1